An isolated molecule of C19H19FN2O2S in a non-equilibrium geometry, computed with ωB97M-V/def2-TZVPD.

Last column: Mulliken charge in e.
Element x y z (Å)
H1 0.842 3.072 2.736  0.322
C1 -4.782 1.449 0.149  0.403
N1 1.291 0.872 0.632  0.292
H2 4.272 0.622 1.175  0.365
H3 0.943 0.104 2.564  0.311
H4 -0.505 1.942 2.938  0.304
C2 1.184 -4.866 -1.626  -0.420
H5 -0.902 -5.302 -1.389  0.391
O1 3.086 -2.133 -0.227  -0.369
C3 1.309 1.014 2.078  -0.533
H6 -2.518 3.864 0.726  0.329
C4 0.711 -2.674 0.003  -0.014
C5 4.310 -0.299 0.600  -1.620
N2 -0.159 2.564 0.993  -0.336
S1 0.078 1.855 -1.571  -0.029
F1 -5.894 0.907 0.696  -0.337
H7 4.650 -0.080 -0.409  0.359
H8 -4.571 2.882 1.717  0.421
C6 2.931 -0.955 0.527  0.514
C7 -2.512 2.551 -0.960  0.456
C8 0.340 2.205 2.297  -0.685
C9 0.379 1.812 0.121  0.188
H9 0.496 -1.825 0.636  0.316
H10 -1.400 3.377 -2.602  0.483
C10 -0.092 -4.634 -1.137  -0.508
H11 -1.311 -3.346 0.058  0.390
H12 3.216 -4.170 -1.681  0.417
H13 -0.903 3.974 -0.991  0.397
O2 1.839 0.045 -1.375  -0.714
C11 1.989 -2.902 -0.491  0.599
C12 -4.163 2.504 0.793  -0.589
C13 2.217 -4.010 -1.307  -0.590
C14 -1.265 3.117 -1.553  -1.198
C15 -3.023 3.050 0.231  -0.167
H14 -4.801 0.103 -1.510  0.441
H15 2.316 1.232 2.439  0.259
H16 5.013 -0.986 1.064  0.419
C16 1.971 0.013 -0.171  0.288
C17 -4.295 0.929 -1.036  -0.640
C18 -3.155 1.487 -1.584  -0.294
C19 -0.321 -3.539 -0.327  -0.786
H17 -2.751 1.088 -2.502  0.384
H18 1.374 -5.717 -2.261  0.366
H19 2.568 -1.196 1.538  0.414

Calculated total energy = -1493.46673 a.u.
Energy above the lowest of the compared OMol25 structures with the same formula, charge and spin = 0.027 eV


An isolated molecule of C19H19FN2O3S2 in a non-equilibrium geometry, computed with ωB97M-V/def2-TZVPD.

Last column: Mulliken charge in e.
Element x y z (Å)
C1 -2.124 -1.313 -1.934  -0.168
O1 -1.724 2.437 -1.527  -0.526
N1 -0.129 0.373 0.695  -0.241
C2 -3.834 -1.388 -3.629  0.611
H1 2.426 -0.518 -0.110  -0.134
H2 -2.449 -1.579 0.680  0.718
C3 -0.718 -0.474 1.259  0.361
H3 -5.465 -0.268 -3.532  0.391
O2 3.728 1.486 0.655  -0.355
C4 -2.258 -0.756 1.082  -1.524
C5 -2.460 -1.800 -3.225  -1.117
H4 0.197 -3.708 4.796  0.395
C6 -4.527 -0.349 -3.075  -0.763
H5 0.752 3.340 -1.370  0.297
C7 -0.579 -2.565 3.058  -1.060
S1 1.016 2.947 0.929  -0.022
C8 -2.392 0.435 0.095  -0.124
H6 -1.138 -1.502 -1.373  0.164
H7 3.432 -0.151 -1.404  0.518
H8 -3.200 1.282 0.322  0.451
H9 2.538 -2.703 4.427  0.445
C9 0.408 -2.948 4.054  -0.427
H10 3.202 3.832 1.451  0.347
C10 2.826 3.500 0.439  -0.453
C11 0.761 2.312 -0.849  -0.892
C12 3.286 -0.531 -0.461  -0.900
O3 4.039 2.593 -1.069  -0.546
S2 1.686 -1.121 2.834  0.061
H11 2.759 4.433 -0.277  0.316
C13 3.585 2.526 -0.028  0.558
C14 4.138 0.203 0.370  -0.358
C15 -0.716 2.025 -1.128  0.384
H12 -4.824 0.701 -1.175  0.274
H13 1.385 1.663 -1.052  0.595
H14 5.081 0.345 -0.067  0.476
C16 -4.089 0.170 -1.832  -0.072
H15 -1.964 -2.489 -3.645  0.638
C17 0.002 -1.321 2.333  0.098
N2 -0.966 0.808 -0.247  0.667
C18 1.769 -2.453 3.766  -0.565
H16 -1.436 -3.018 3.010  0.583
H17 4.406 -0.315 1.327  0.281
H18 -2.780 -0.625 2.091  0.389
C19 -2.958 -0.200 -1.285  0.195
F1 -4.372 -1.762 -4.632  -0.279
H19 3.679 -1.555 -0.748  0.314

Calculated total energy = -1966.46024 a.u.


A cluster of 2 separate species, C19H19FN4O5S in total in a non-equilibrium geometry, computed with ωB97M-V/def2-TZVPD.

Last column: Mulliken charge in e.
Element x y z (Å)
H1 -1.627 2.081 -0.663  1.268
C1 4.698 2.279 -1.742  -1.174
C2 3.204 -2.525 -0.335  -1.072
O1 -5.642 -0.613 -0.968  -0.649
C3 0.349 1.842 -0.288  1.365
H2 4.803 1.228 -2.392  0.216
C4 -3.119 -0.652 -0.279  0.489
H3 -2.681 -0.133 -2.472  0.544
H4 -0.489 -0.977 -2.885  -0.106
O2 2.079 -0.182 -2.166  -0.677
C5 1.657 -2.592 0.368  0.653
C6 -0.376 -1.746 -0.681  0.235
C7 -1.232 -1.916 0.686  -1.134
O3 1.478 -3.007 1.431  -0.485
H5 -3.000 -1.411 1.592  0.342
C8 2.781 1.251 -0.282  1.115
H6 -0.312 0.820 3.176  0.683
O4 -4.222 1.652 -0.814  -0.640
H7 1.206 -2.108 -1.652  0.301
H8 3.898 -2.683 0.539  0.459
C9 -1.241 1.707 1.389  -0.067
N1 -4.908 0.057 1.325  -0.639
C10 1.456 1.485 0.084  -0.605
H9 4.944 3.212 -2.563  0.331
H10 2.561 2.387 -2.217  0.288
N2 0.803 -2.339 -0.672  -0.117
N3 3.734 0.938 0.849  -0.163
H11 0.586 1.917 -1.559  -0.186
N4 3.418 -0.952 -0.217  0.193
C11 -1.115 -1.176 -1.553  0.088
C12 -0.951 1.928 -0.024  -1.423
H12 4.167 1.954 1.390  0.421
C13 4.042 -0.236 0.722  0.420
H13 5.544 2.178 -1.042  0.345
C14 2.694 0.180 -1.010  -0.426
H14 -0.784 -2.587 1.395  0.624
H15 3.351 -2.758 -1.350  0.369
C15 1.058 1.229 1.828  -1.177
H16 -5.920 0.072 1.332  0.345
C16 -2.512 -1.404 0.565  0.069
H17 -4.638 0.887 1.616  0.212
C17 0.001 1.132 2.277  -0.651
S1 -4.534 -0.044 -0.375  0.928
C18 -2.316 -0.557 -1.575  -0.799
F1 -2.474 1.694 1.742  -0.241
O5 4.689 -0.778 1.571  -0.749
C19 3.412 2.583 -1.275  -0.186
H18 3.272 3.389 -0.702  0.572
H19 1.909 0.810 2.264  0.490

Calculated total energy = -1827.96555 a.u.
Energy above the lowest of the compared OMol25 structures with the same formula, charge and spin = 22.803 eV


A structure of composition C19H19MoN4O11, computed with ωB97M-V/def2-TZVPD.

Last column: Mulliken charge in e.
Element x y z (Å)
C1 3.055 -0.434 3.550  -0.786
H1 -2.918 5.424 -2.704  0.329
H2 1.286 4.335 0.686  0.331
H3 0.145 6.449 -0.264  0.415
H4 0.071 6.247 -2.020  0.337
H5 -6.700 -1.357 1.888  0.421
C2 1.906 -0.054 2.869  0.415
H6 -3.520 2.727 -0.197  0.364
N1 4.196 -1.142 5.613  1.044
H7 -3.294 1.934 -1.771  0.362
H8 -4.451 -0.379 1.712  0.409
N2 -2.274 3.776 -1.533  0.089
O1 -0.825 -0.948 6.507  -0.541
H9 -1.411 6.157 -1.040  0.397
O2 4.079 -1.402 6.789  -0.602
C3 -2.328 4.512 -2.796  -1.166
H10 -5.918 -3.746 -1.584  0.320
N3 -0.592 -0.103 5.672  0.927
C4 -6.441 -2.608 0.154  -0.501
H11 1.922 4.663 -0.935  0.390
C5 -6.038 -1.655 1.088  -0.849
C6 -2.559 -0.931 -0.124  0.766
C7 1.178 4.099 -0.375  -1.090
H12 -3.887 -3.495 -2.508  0.318
C8 -0.353 5.915 -1.073  -1.165
C9 2.975 -0.730 4.893  -0.325
C10 0.659 -0.243 4.914  -0.135
H13 -2.790 3.870 -3.545  0.437
C11 -1.140 3.597 -0.850  0.658
O3 3.006 0.092 0.771  -0.520
O4 -3.477 -2.821 -1.953  -0.484
H14 1.743 -0.889 6.645  0.604
O5 5.220 -1.201 4.969  -0.597
O6 -0.452 0.305 2.903  -0.678
H15 3.998 -0.504 3.026  0.609
Mo1 -0.859 1.088 1.212  2.117
H16 1.350 3.039 -0.529  0.353
C12 -4.320 -2.458 -0.972  0.849
N4 -0.146 4.483 -0.863  0.072
C13 -5.597 -3.004 -0.863  -0.794
C14 2.043 0.307 1.436  0.256
H17 -4.309 3.383 -1.630  0.450
H18 -1.327 4.757 -3.137  0.383
O7 -1.636 -1.210 -0.821  -0.548
C15 -3.903 -1.493 -0.038  0.252
O8 0.988 1.013 0.906  -0.568
O9 -1.342 0.791 5.337  -0.548
O10 -2.356 0.144 0.793  -0.640
O11 -1.006 2.516 -0.166  -0.582
C16 1.786 -0.648 5.593  -0.462
C17 -3.409 2.894 -1.265  -1.166
C18 -4.781 -1.107 0.985  -0.293
H19 -7.427 -3.048 0.224  0.401
C19 0.683 0.033 3.545  0.969

2S+1 = 3
Net charge = +1
Calculated total energy = -1849.93437 a.u.
Energy above the lowest of the compared OMol25 structures with the same formula, charge and spin = 1.180 eV


A cluster of 2 separate species, C19H19N2 in total in a non-equilibrium geometry, computed with ωB97M-V/def2-TZVPD.

Last column: Mulliken charge in e.
Element x y z (Å)
H1 -1.568 4.380 -3.367  0.389
C1 1.300 -2.481 1.052  -0.531
H2 4.125 -1.580 0.108  0.348
H3 0.320 2.335 -0.114  0.435
H4 1.637 0.759 3.488  0.326
C2 0.620 0.420 3.391  -0.243
C3 3.574 -1.892 1.004  -0.732
H5 0.398 -3.053 0.936  0.481
H6 -2.721 -1.508 -4.119  0.328
H7 -1.180 -1.438 -4.978  0.328
H8 2.728 -3.863 0.207  0.477
H9 3.152 -0.485 2.658  0.392
H10 -0.087 1.683 4.956  0.406
C4 -1.654 0.498 4.126  -0.305
C5 0.319 -0.600 2.459  1.036
C6 -0.197 2.323 -1.057  -0.507
H11 -1.311 -1.736 1.626  0.323
H12 -2.080 2.245 -4.471  0.304
N1 -0.193 -0.182 -1.280  -0.410
C7 2.785 -0.736 1.656  -0.746
C8 -0.671 -0.963 -2.212  -0.415
C9 -1.163 1.075 -2.913  0.989
C10 -0.479 1.095 -1.675  0.354
H13 -0.381 4.425 -1.215  0.399
H14 4.313 -2.323 1.693  0.336
N2 -1.280 -0.267 -3.245  0.097
H15 -0.595 -2.038 -2.181  0.455
H16 2.829 0.177 1.050  0.331
C11 -1.990 -0.462 3.187  -0.925
H17 -2.307 -0.077 -5.074  0.283
C12 2.527 -2.901 0.649  -0.529
H18 -2.405 0.901 4.786  0.426
C13 -0.347 0.940 4.218  -0.890
H19 -3.016 -0.782 3.110  0.415
C14 -1.561 2.270 -3.530  -0.912
C15 -1.030 -1.006 2.365  -0.210
C16 -1.271 3.453 -2.906  -0.605
C17 1.363 -1.230 1.717  0.789
C18 -1.910 -0.853 -4.425  -0.887
C19 -0.594 3.478 -1.678  -0.603

Net charge = +1
Calculated total energy = -844.67587 a.u.
Energy above the lowest of the compared OMol25 structures with the same formula, charge and spin = 1.050 eV


Question: The lowest calculated total energy belongs to which entry?
Answer: C19H19FN2O3S2


Question: Which of these has the highest calculated total energy?
Answer: C19H19N2